ORCA calculation (ωB97M-V/def2-TZVPD) on a 20-piece molecular cluster, C75H108N12O41 overall at a distorted geometry.

Gap between HOMO and LUMO: 1.28 eV
LUMO: -3.424 eV
Strongest force on any atom: 0.1096 Eh/bohr
Multiplicity: 1
DFT total energy: -181338.039 eV

Cartesian coordinates (Å):
1 H -2.5977 -1.5833 7.9813
2 H -4.8549 -0.7672 -3.7168
3 H -3.2788 -9.3521 -4.9907
4 C 2.8057 3.9877 -4.2756
5 O -3.5396 -4.0806 -1.6637
6 H 1.5174 4.1049 1.0696
7 H 0.8196 -3.9532 -3.9250
8 O -2.2765 4.3532 1.8845
9 C -1.4022 0.8616 1.1611
10 C -3.0162 -8.3192 -1.4071
11 C -1.9034 -8.6002 -6.4910
12 H -1.7539 -1.9210 -2.4777
13 H 0.9611 5.0523 5.6531
14 O -9.4668 0.2983 -2.2265
15 C -4.1416 0.1931 -1.3607
16 C 4.0973 4.6465 -4.6063
17 C -0.1545 -1.6018 6.9582
18 C 0.6420 2.8983 -4.8368
19 O -7.4983 0.8826 -1.3209
20 H -3.9985 -8.0349 -1.0298
21 O 0.1601 4.7513 7.6091
22 C 5.0358 2.4902 3.7944
23 H 2.2976 0.8405 7.3282
24 H 7.9449 6.4904 -6.8376
25 O 3.8701 2.8312 4.0854
26 H -6.5812 -0.4483 0.5520
27 H 2.5507 2.3501 8.0588
28 O -2.3247 0.0056 -5.5487
29 C -2.2698 -12.4502 -8.0576
30 O 4.0521 0.3189 -0.1574
31 O 2.1603 -1.6058 0.1817
32 O -3.6389 -3.0653 -6.8616
33 H 7.1911 5.5061 -3.2890
34 H 2.3228 -1.6930 1.1238
35 H -4.7264 -4.5090 -3.2461
36 C 4.3352 5.1368 -5.8754
37 H -1.3427 1.7476 -3.6306
38 H -5.6157 -1.9036 0.1885
39 O -1.0843 4.3591 0.0083
40 O 2.0516 -2.2677 3.9575
41 O 5.9449 3.3150 3.8143
42 O -0.3757 -0.2920 -4.7650
43 H -0.3266 -0.5527 -0.7613
44 H 4.6032 8.1574 -2.8706
45 H -2.0205 -1.6532 -6.6212
46 O 2.8381 -0.3540 4.7917
47 H 2.9201 4.8129 -2.2930
48 C 6.5004 9.2320 -3.0326
49 C 2.3021 4.2719 -2.9943
50 C -2.8232 -2.9181 1.8179
51 H 2.9150 8.0313 -0.8200
52 C 2.9743 1.6945 7.2980
53 H 7.9196 11.3368 -3.8447
54 C -1.0418 2.6436 -3.0876
55 C -0.9419 -0.5546 7.6630
56 O -7.5139 0.4052 -3.3788
57 C -1.1237 -7.4003 -4.4520
58 O 2.1429 4.8834 8.3587
59 C -2.4589 -4.3847 1.8150
60 H -1.0022 2.4359 -2.0183
61 C 7.6303 9.6704 -0.9987
62 H -1.8105 -6.0769 -7.5119
63 C 5.5183 5.6719 -6.2470
64 H 3.0473 3.2936 1.7293
65 C -1.4985 -1.5227 9.9053
66 H 3.1327 0.0460 -0.2003
67 C -7.8287 -2.8595 4.1207
68 H 8.1539 7.0922 -5.1480
69 C 3.7047 1.5811 -0.5321
70 H -9.5117 0.3639 -1.2698
71 C 6.3760 5.3671 -3.9838
72 H -0.7861 -3.0218 -4.2885
73 O 5.2317 1.2254 3.3973
74 N -2.2764 -11.0650 -7.6737
75 H 1.1568 2.9020 4.3597
76 H 6.3510 -0.0333 5.1328
77 H -1.8144 -1.6305 3.7472
78 H -0.2948 -6.1174 1.3872
79 H -3.6282 -11.5422 -6.1321
80 O -4.7900 -5.2797 -0.4172
81 C -8.1650 0.5710 -2.3347
82 H -2.3139 -1.8126 10.5681
83 H -3.5899 -2.5879 2.5189
84 H 6.5642 1.3439 6.0830
85 C -1.8413 -7.0898 0.2140
86 O 2.5648 1.6864 -0.8817
87 N 6.5392 5.8217 -5.3164
88 H 1.0815 7.8459 2.9065
89 H 0.5255 -1.2609 6.1775
90 C 5.5537 8.3798 -2.4087
91 O -0.3421 5.6206 4.1812
92 H -1.7971 -12.6993 -9.0077
93 C -2.0873 0.4542 -0.0749
94 H -0.0605 -5.8013 -0.2965
95 N -2.0704 -0.9591 8.5750
96 H -3.4894 -1.8818 -3.7753
97 C -3.0146 -10.7779 -6.5857
98 C -2.1360 1.1503 2.3212
99 H -2.7491 -9.3046 -1.0252
100 H 0.6826 0.7899 0.4885
101 H 3.5682 4.9153 -6.6028
102 O -1.1145 -1.6315 -6.3045
103 N 4.9338 0.1284 6.7914
104 H 5.1206 4.3927 -2.6516
105 H -1.2654 -3.9368 -6.1323
106 H -0.7238 -3.9581 0.7176
107 O 1.0981 7.3000 3.6961
108 H 0.5365 -2.0801 7.6523
109 C -1.5004 -7.3764 -5.7813
110 H 1.5890 6.1716 0.2003
111 C 4.8419 7.1840 -0.2956
112 H 5.6507 5.9974 -7.2682
113 C 2.6668 6.2311 0.2344
114 C -1.2217 -4.9450 -5.7477
115 H -3.8855 1.6884 0.1025
116 H 5.1189 4.2904 1.4294
117 H 9.1635 10.2108 -3.4481
118 C 1.0815 3.7104 -2.6752
119 O -7.0807 -3.3635 1.4733
120 C 0.0076 0.9666 1.3128
121 H -2.1884 1.7219 4.2915
122 H -5.1390 -0.9504 1.5252
123 N 0.3191 3.0316 -3.5050
124 H -1.4792 -7.8894 0.8602
125 H -5.2065 0.1970 -1.5406
126 H -0.7386 -2.4460 6.5920
127 N 7.4483 9.9301 -2.3401
128 C -4.5931 -4.7555 -1.5309
129 C 2.4528 4.2008 1.6210
130 H -0.3508 -6.1912 -2.7981
131 H 6.5208 9.4084 -4.0979
132 H 0.7530 1.4078 5.3812
133 H 0.6494 3.8177 -1.6913
134 C -2.8569 -9.5052 -5.9730
135 O -5.6447 -0.5093 5.7926
136 H 6.4681 5.9824 0.3735
137 H 6.9421 -0.3845 6.8156
138 H 7.0837 8.5274 0.6756
139 C -1.5899 -6.1316 -6.4561
140 H -3.2894 -12.8015 -8.2164
141 O 4.5759 2.4468 -0.6206
142 C -0.2621 -3.8594 -3.8281
143 H -3.0454 -8.5928 -2.4618
144 H 4.3036 0.0635 6.0048
145 H 2.9185 2.1842 6.3258
146 C 8.3827 10.8259 -3.0005
147 C -0.8351 -5.9618 0.4534
148 N -3.4467 -0.7367 -2.1135
149 H -0.1837 2.6174 -5.4738
150 C 1.9444 3.3444 -5.2289
151 O -0.5594 0.5855 7.6422
152 H -0.8744 -0.7008 10.2562
153 C 3.4363 7.2266 -0.3230
154 H -1.1919 -8.3646 -3.9705
155 C -2.1310 4.1242 0.5724
156 H 8.8461 11.5658 -2.3480
157 H -3.3048 -2.7510 0.8545
158 C -0.7027 -6.2260 -3.8185
159 O -5.1597 0.3833 3.9446
160 O 0.9595 -3.1127 -0.9481
161 C 1.3711 -2.7525 0.1584
162 O 1.8038 4.8126 6.0456
163 C -1.4581 -10.1967 -8.2963
164 H -0.5573 -8.2512 -8.1361
165 H 8.6169 5.3863 -5.6627
166 C 1.3632 4.7881 7.3393
167 H -7.9040 -1.0478 3.1781
168 H -3.3436 -5.0041 1.6671
169 H 1.6691 1.5123 2.5859
170 H -2.7476 -0.2331 8.7605
171 H -8.6824 -3.3325 3.6355
172 H -0.8766 -2.3537 9.5724
173 C -0.9847 -1.8771 3.0848
174 H -0.2470 -1.0755 3.0482
175 O -1.9328 -7.4293 -1.2196
176 C -3.4356 0.8346 -0.3822
177 H -3.2098 1.1456 2.4366
178 C 0.6059 1.3400 2.5061
179 C 4.3974 1.2983 7.5952
180 H -6.1403 -4.3110 -6.1761
181 H -3.9441 0.6683 6.6316
182 C -6.8350 -2.2273 1.8606
183 C -1.2606 -0.6053 -5.5419
184 N -7.1722 -1.7365 3.2800
185 H 4.8274 -0.7378 7.2997
186 C 5.7444 8.1165 -1.0331
187 O -1.6816 -1.9988 1.8179
188 H -0.7028 -3.9136 -2.8327
189 O -4.4144 -3.9585 -5.0756
190 H 4.3307 0.9403 3.5662
191 N 3.2534 5.2020 0.8763
192 C -4.9919 0.3333 5.1674
193 C -1.5144 1.4407 3.4959
194 O -4.0571 1.0784 5.7710
195 H 1.9377 -2.4629 3.0245
196 H 2.3602 4.6355 2.6163
197 H -8.2334 -2.4340 5.0390
198 C 6.3572 0.2779 6.1775
199 H -6.3842 -1.2645 3.7000
200 O -3.1950 3.9572 0.0373
201 C 0.1154 6.4175 3.3454
202 H -1.8033 -13.1508 -7.3650
203 H -0.3681 2.8118 5.2131
204 O 3.2704 -1.0031 2.7338
205 H -1.8681 -4.6776 2.6829
206 C -4.2745 -1.4820 -3.1334
207 C 0.4018 2.2092 4.7312
208 C -2.1108 -1.0491 -1.9496
209 H -1.4959 4.8967 2.0145
210 C 6.8359 8.7047 -0.3605
211 C 4.5878 5.1026 0.9555
212 C 5.4005 6.1258 0.4502
213 H -1.6928 3.4719 -3.3670
214 C -1.2888 -8.9336 -7.7293
215 O -5.6735 -3.8461 -6.8744
216 O 5.1595 1.7889 8.4274
217 N -0.6944 -5.0537 -4.5036
218 H -0.4793 -2.8032 3.3588
219 C -6.0253 -1.2807 0.9836
220 C 7.9371 6.2303 -5.7791
221 C -4.5198 -3.6322 -6.2408
222 H -0.9364 -10.5244 -9.1834
223 H -7.0161 -3.5586 4.3188
224 O -0.4413 6.4870 2.2360
225 C 2.7724 -1.1493 3.8245
226 H 8.4616 10.2087 -0.5679
227 N -1.5225 -4.5645 0.5968
228 N -0.1913 1.5897 3.5575
229 O -5.2849 -5.0012 -2.6400
230 C 5.1379 4.7861 -3.6572
231 H -4.8834 -2.2562 -2.6667
232 H 2.2261 3.3905 -6.2705
233 C -1.3885 -0.4236 -0.9102
234 O 1.1448 -3.3725 1.2620
235 H -1.9332 -4.3197 -0.2928
236 H -2.8074 -6.9340 0.6941

Here are the Löwdin charges for atoms 1 to 4, given in e: 0.169, 0.112, 0.126, -0.115